No. 1
Density functional theory data (the ωB97M-V functional and the def2-TZVPD basis) for C20H23N4O3PtS3 as an isolated structure.

Calculated values
Net charge ... +1

Last column: Mulliken charge in e.
Geometry (Å):
Pt 0.387 0.543 1.117  1.85
O 3.672 -3.389 -1.258  -0.65
C 2.548 -3.470 -1.974  0.51
C 2.564 -4.339 -3.068  -0.68
C 1.446 -4.498 -3.852  -0.30
C 0.265 -3.798 -3.571  -0.86
C 0.246 -2.931 -2.504  -0.57
C 1.376 -2.737 -1.690  0.36
C 1.280 -1.743 -0.605  0.69
O 0.181 -1.084 -0.462  -1.27
N 2.356 -1.592 0.173  -0.94
N 2.152 -0.632 1.106  -0.17
C 2.994 -0.380 2.017  -0.32
C 2.670 0.695 2.968  0.78
C 3.431 0.923 4.096  -0.86
C 3.092 1.969 4.944  -0.23
C 2.004 2.770 4.638  -0.82
C 1.267 2.473 3.510  0.04
N 1.594 1.459 2.695  -0.10
H 3.512 -2.727 -0.549  0.57
H 3.481 -4.878 -3.273  0.44
H 1.484 -5.174 -4.702  0.37
H -0.617 -3.936 -4.186  0.42
H -0.649 -2.366 -2.268  0.38
H 3.932 -0.924 2.088  0.44
H 4.274 0.272 4.310  0.41
H 3.674 2.153 5.842  0.44
H 1.723 3.611 5.263  0.39
H 0.396 3.055 3.234  0.47
S -1.440 0.025 2.540  -0.48
C -2.632 -0.738 1.575  0.38
N -2.471 -1.302 0.412  0.21
C -3.613 -2.062 -0.122  -0.63
C -4.856 -1.516 0.571  -0.52
S -4.263 -0.838 2.151  -0.07
H -1.523 -1.458 0.037  0.06
H -3.475 -3.117 0.085  0.34
H -3.672 -1.929 -1.195  0.33
H -5.593 -2.289 0.770  0.40
H -5.320 -0.708 0.013  0.33
O 0.927 2.086 -0.563  -0.79
S -0.164 3.124 -0.224  0.44
C -0.287 4.282 -1.621  -0.74
C -1.442 3.860 -2.519  -0.62
C -2.498 3.270 -1.594  -0.80
C -1.741 2.329 -0.667  -0.17
H 0.691 4.267 -2.102  0.40
H -0.459 5.265 -1.172  0.38
H -1.106 3.111 -3.239  0.29
H -1.831 4.708 -3.081  0.37
H -3.267 2.736 -2.152  0.35
H -2.993 4.056 -1.022  0.33
H -1.436 1.412 -1.172  0.05
H -2.272 2.098 0.254  0.40

=====

No. 2
Density functional theory data (the ωB97M-V functional and the def2-TZVPD basis) for one molecule with the formula C20H23N5O.

Calculated values
Structure (SMILES) ... C=CCNC(=O)[C@H](C#N)c1nc2ccccc2nc1N1CCCCCC1

Last column: Mulliken charge in e.
Geometry (Å):
C -2.957 -0.620 -2.840  -0.84
C -1.870 -1.358 -2.730  0.16
C -1.824 -2.683 -2.026  -0.91
N -0.930 -2.621 -0.885  -0.10
C -1.385 -2.599 0.384  0.23
O -2.534 -2.804 0.694  -0.64
C -0.255 -2.353 1.401  0.09
C -0.739 -2.031 2.723  -0.24
N -1.063 -1.775 3.789  -0.58
C 0.780 -1.339 0.934  -0.22
N 1.995 -1.788 1.077  -0.50
C 3.045 -1.109 0.570  0.17
C 4.361 -1.557 0.768  -0.61
C 5.390 -0.907 0.142  -0.54
C 5.139 0.189 -0.700  -0.50
C 3.866 0.646 -0.907  -0.76
C 2.790 0.016 -0.254  0.10
N 1.540 0.485 -0.390  -0.37
C 0.527 -0.087 0.251  1.28
N -0.669 0.528 0.098  1.04
C -0.728 1.632 -0.841  -1.17
H -0.141 1.347 -1.717  0.61
C -0.150 2.934 -0.277  -0.61
H 0.823 2.705 0.159  0.31
C -1.043 3.604 0.763  -0.79
H -0.503 4.456 1.181  0.40
H -1.941 3.994 0.276  0.29
C -1.465 2.673 1.898  -0.72
H -0.587 2.188 2.329  0.31
C -2.472 1.616 1.442  -1.01
H -3.113 1.331 2.277  0.55
H -3.118 2.043 0.673  0.44
C -1.824 0.318 0.941  -0.12
H -1.520 -0.248 1.818  -0.09
H -2.584 -0.260 0.399  -0.11
H -1.923 3.278 2.683  0.36
H 0.012 3.625 -1.106  0.35
H -1.768 1.763 -1.139  0.53
H 3.660 1.497 -1.538  0.46
H 5.971 0.677 -1.187  0.39
H 6.408 -1.237 0.288  0.38
H 4.528 -2.404 1.415  0.45
H 0.291 -3.303 1.509  0.58
H 0.039 -2.411 -1.072  0.32
H -1.471 -3.464 -2.710  0.30
H -2.809 -2.955 -1.643  0.44
H -0.925 -1.018 -3.135  0.28
H -2.952 0.330 -3.347  0.31
H -3.902 -0.945 -2.437  0.29

=====

No. 3
Density functional theory data (the ωB97M-V functional and the def2-TZVPD basis) for one molecule with the formula C20H23NO6S.

Calculated values
Structure (SMILES) ... COc1ccc(CCNS(=O)(=O)c2cc(/C=C/C(=O)O)ccc2C)cc1OC

Last column: Mulliken charge in e.
Geometry (Å):
C 4.186 0.600 -6.518  -0.96
H 4.112 1.183 -7.435  0.23
O 3.391 1.273 -5.576  -0.41
C 3.314 0.764 -4.313  1.00
C 3.940 -0.390 -3.877  -0.46
C 3.784 -0.834 -2.570  -1.13
C 3.019 -0.115 -1.673  -0.33
C 2.399 1.060 -2.100  -0.38
C 2.520 1.503 -3.405  0.80
O 1.920 2.613 -3.906  -0.46
C 1.092 3.367 -3.047  -0.64
H 0.679 4.160 -3.669  0.26
H 1.668 3.812 -2.229  0.33
H 0.278 2.767 -2.629  0.18
H 1.816 1.622 -1.388  0.65
C 2.754 -0.602 -0.277  -1.04
H 2.634 0.248 0.393  0.32
H 3.573 -1.228 0.080  0.53
C 1.454 -1.431 -0.245  -0.81
N 0.339 -0.801 -0.920  -0.26
S -0.386 0.502 -0.155  1.69
O 0.503 1.152 0.767  -0.71
O -0.967 1.308 -1.194  -0.77
C -1.660 -0.324 0.793  0.11
C -1.593 -0.215 2.164  -0.50
C -2.542 -0.839 2.979  1.10
C -3.557 -1.567 2.350  -0.81
C -3.611 -1.667 0.975  -1.05
C -2.662 -1.051 0.161  0.59
C -2.709 -1.177 -1.323  -1.70
H -1.919 -1.847 -1.658  0.30
H -3.669 -1.568 -1.649  0.46
H -2.528 -0.208 -1.782  0.32
H -4.407 -2.235 0.515  0.39
H -4.310 -2.060 2.945  0.32
C -2.432 -0.704 4.417  -0.16
C -3.253 -1.216 5.343  -0.76
C -2.999 -0.988 6.770  0.40
O -2.077 -0.366 7.236  -0.58
O -3.936 -1.570 7.541  -0.44
H -3.745 -1.403 8.477  0.34
H -4.126 -1.807 5.118  0.35
H -1.590 -0.122 4.773  0.36
H -0.790 0.368 2.589  0.55
H 0.567 -0.547 -1.873  0.43
H 1.616 -2.401 -0.725  0.49
H 1.141 -1.596 0.788  0.34
H 4.273 -1.745 -2.259  0.40
H 4.554 -0.965 -4.552  0.38
H 3.820 -0.415 -6.706  0.37
H 5.235 0.554 -6.203  0.37

=====

No. 4
Density functional theory data (the ωB97M-V functional and the def2-TZVPD basis) for C20H24AsN2OsS4 as an isolated structure.

Calculated values
Multiplicity ... 5
Net charge ... +1

Last column: Löwdin spin population.
Geometry (Å):
Os 0.688 0.670 -0.627  1.76
S 2.012 3.178 -4.810  0.05
As 2.873 4.423 -3.354  0.04
S 1.277 2.713 -1.518  0.36
S 2.696 1.281 -1.701  0.38
S 4.235 2.998 -2.270  0.54
C 2.593 -0.494 2.353  0.01
C 1.932 0.787 2.765  0.00
C 2.526 1.641 3.707  0.00
C 2.010 2.901 4.012  0.00
C 0.889 3.365 3.308  0.00
C 0.159 2.537 2.459  0.00
C -1.052 2.996 1.685  0.01
C 0.699 1.246 2.225  0.01
N 0.038 0.442 1.284  0.14
C -0.703 -0.630 1.576  0.21
C -1.111 -0.942 3.025  0.02
C -1.123 -1.341 0.419  0.21
C -2.125 -2.434 0.565  0.03
N -0.628 -0.844 -0.744  0.12
C -0.867 -1.379 -2.037  0.01
C -0.507 -2.707 -2.354  0.01
C 0.280 -3.655 -1.491  0.00
C -0.841 -3.165 -3.649  0.00
C -1.429 -2.369 -4.613  0.01
C -1.845 -1.109 -4.210  0.00
C -1.543 -0.543 -2.977  0.01
C -1.909 0.884 -2.682  0.01
H 3.488 -0.662 2.966  0.00
H 2.895 -0.468 1.267  0.00
H 1.911 -1.355 2.539  0.00
H 3.423 1.348 4.206  0.00
H 2.505 3.527 4.702  0.00
H 0.515 4.377 3.375  0.00
H -1.567 3.832 2.127  0.00
H -1.828 2.233 1.615  0.00
H -0.773 3.303 0.683  0.00
H -0.787 -0.122 3.670  0.00
H -0.615 -1.863 3.408  0.01
H -2.189 -1.113 3.105  0.01
H -3.117 -1.978 0.782  0.01
H -1.855 -3.015 1.462  0.01
H -2.176 -3.114 -0.294  0.00
H 0.539 -3.219 -0.515  0.00
H 1.241 -3.983 -1.974  0.00
H -0.283 -4.565 -1.285  0.00
H -0.530 -4.176 -3.874  0.00
H -1.574 -2.793 -5.583  0.00
H -2.447 -0.465 -4.918  0.00
H -2.794 1.209 -3.264  0.00
H -1.049 1.574 -2.928  0.00
H -2.157 1.042 -1.621  0.01

=====

Here are the calculated relative energy (zero: lowest compared OMol25 entry of this formula, charge and spin) numbers, same order: 1.528; 2.192; 0.665; 0.000 (eV).